Record 1
28
Properties=species:S:1:pos:R:3:forces:R:3 method="wB97M-V/def2-TZVPD" e_tot_ev=-19221.61560 relative_energy_kj_mol=59.00 charge=-1
O 2.6595 1.8321 -0.8403 0.008 -0.122 0.527
C 1.7495 1.0356 -1.1533 0.815 1.133 -0.736
O 0.6530 1.4263 -1.6632 -0.128 -0.630 0.417
C 2.0461 -0.4386 -0.9295 0.625 -1.933 -1.380
C 2.1742 -0.8021 0.5655 -1.313 0.145 -0.055
C 0.8915 -0.4100 1.2538 -0.075 -0.862 0.288
C -0.1309 -1.2307 1.5421 -0.040 1.290 -0.153
N -1.3890 -0.7164 1.9295 -0.599 -0.087 -0.383
H 1.3980 -1.0368 -1.6039 -0.924 0.104 1.382
H 2.9563 -0.8703 -1.4095 0.362 1.471 0.290
H 2.3375 -1.8793 0.7306 0.296 0.374 -0.212
H 2.9661 -0.1696 1.0028 0.006 -0.552 -0.332
H 0.8163 0.6568 1.4527 -0.420 -0.103 0.048
H -0.2120 -2.2865 1.3014 0.796 -0.111 0.159
H -1.6511 0.2092 1.6309 0.369 0.163 0.254
H -1.8380 -1.0295 2.7694 0.094 -0.105 0.086
H 1.1479 2.9296 0.1484 -0.447 0.375 -0.259
H 1.5224 2.8441 1.5297 -0.112 0.277 0.443
O 0.8190 3.2556 1.0125 0.649 -0.538 -0.239
H -3.4221 0.3495 0.2803 -0.286 0.229 -0.148
H -2.6259 0.9018 -0.8491 -0.613 0.165 -0.064
O -3.4092 1.1291 -0.2965 0.549 -0.489 0.255
H -0.7406 0.6422 -1.6279 0.620 -0.693 -0.531
H -1.4882 -0.1430 -2.7880 0.139 0.344 0.178
O -1.4414 -0.0688 -1.8273 -0.185 0.543 -0.195
H -1.8959 -1.7286 -1.4304 0.001 -0.509 0.654
H -1.8380 -1.9591 0.0393 -0.177 -0.114 0.031
O -2.0549 -2.4428 -0.7699 -0.012 0.238 -0.324



Record 2
95
Properties=species:S:1:pos:R:3:forces:R:3 method="wB97M-V/def2-TZVPD" s_squared=0.758 e_tot_ev=-132518.14245 spin_multiplicity=2 relative_energy_kj_mol=0.00 charge=+2
V 0.4491 0.6261 -0.7344 -0.576 0.162 -0.709
O 3.6825 -0.1784 -1.0526 -0.144 -0.137 -0.097
S 2.5851 -0.1097 -0.0504 0.445 -0.109 0.026
C 2.4713 -1.7484 0.6698 0.042 -0.011 0.041
C 3.5515 -2.2809 1.3642 -0.018 -0.012 0.011
C 3.4679 -3.5733 1.8511 -0.008 -0.030 0.010
C 2.3146 -4.3233 1.6429 0.027 0.001 0.011
C 1.2494 -3.7881 0.9387 -0.014 0.007 0.009
C 1.3172 -2.4920 0.4272 0.044 0.021 0.008
P -0.0724 -1.7235 -0.4879 -0.200 -0.397 0.334
C -0.1601 -2.5492 -2.1006 0.054 0.085 -0.037
C 0.5120 -3.7259 -2.4083 0.028 -0.024 -0.032
C 0.3453 -4.3149 -3.6547 0.008 0.005 0.027
C -0.4938 -3.7325 -4.5941 -0.002 -0.006 -0.013
C -1.1702 -2.5574 -4.2892 0.009 0.003 -0.012
C -1.0021 -1.9652 -3.0477 0.004 0.012 -0.009
C -1.4969 -2.4707 0.3936 0.020 -0.045 -0.117
C -1.8112 -2.0417 1.6785 -0.046 0.050 0.067
C -2.8016 -2.6710 2.4158 -0.015 0.021 -0.005
C -3.5016 -3.7408 1.8700 -0.015 0.019 -0.028
C -3.2102 -4.1627 0.5813 0.003 0.011 0.012
C -2.2133 -3.5315 -0.1563 0.011 -0.038 0.013
C 3.2376 0.9056 1.2638 0.100 -0.028 -0.043
C 4.6154 0.9453 1.4489 -0.043 0.031 0.005
C 5.1209 1.7499 2.4543 -0.006 0.025 0.019
C 4.2612 2.5022 3.2522 0.045 -0.010 -0.007
C 2.8954 2.4755 3.0328 -0.012 -0.006 0.000
C 2.3708 1.6862 2.0096 0.008 -0.054 0.025
P 0.5878 1.5487 1.6822 0.221 0.167 0.143
C -0.0362 3.2508 1.6426 -0.035 0.000 -0.012
C 0.8102 4.3205 1.3644 0.008 0.018 0.011
C 0.2945 5.6040 1.2355 0.016 -0.009 -0.002
C -1.0642 5.8270 1.3840 -0.033 0.005 -0.005
C -1.9180 4.7601 1.6393 0.009 0.004 0.005
C -1.4107 3.4777 1.7495 0.016 0.002 0.003
C 0.0879 0.8011 3.2731 -0.017 -0.010 0.009
C 0.7359 -0.3849 3.6292 -0.056 -0.098 -0.077
C 0.4961 -0.9765 4.8562 -0.043 -0.022 0.007
C -0.3928 -0.3882 5.7485 0.012 -0.005 0.003
C -1.0232 0.7974 5.4100 -0.010 0.033 -0.016
C -0.7804 1.3987 4.1795 -0.050 -0.032 0.006
H 4.4464 -1.6974 1.5310 -0.008 0.016 -0.005
H 4.2987 -3.9962 2.3997 -0.002 0.003 -0.003
H 2.2481 -5.3294 2.0353 -0.002 0.004 -0.001
H 0.3493 -4.3739 0.7950 0.014 0.005 0.000
H 1.1756 -4.1864 -1.6877 -0.002 0.005 0.010
H 0.8701 -5.2318 -3.8894 -0.006 0.007 -0.002
H -0.6244 -4.1976 -5.5625 -0.003 0.009 0.003
H -1.8280 -2.1035 -5.0194 0.003 -0.009 0.000
H -1.5255 -1.0433 -2.8123 -0.005 -0.005 0.019
H -1.2789 -1.2141 2.1215 0.117 0.119 0.071
H -3.0209 -2.3286 3.4194 0.003 -0.008 -0.014
H -4.2687 -4.2416 2.4460 0.013 0.001 0.001
H -3.7447 -4.9985 0.1486 -0.005 0.015 -0.002
H -1.9909 -3.8934 -1.1515 -0.003 0.030 -0.001
H 5.2700 0.3879 0.7920 -0.016 -0.016 0.001
H 6.1894 1.7998 2.6148 -0.006 0.002 0.002
H 4.6662 3.1231 4.0401 -0.008 -0.003 -0.004
H 2.2351 3.0746 3.6481 -0.009 -0.012 -0.007
H 1.8754 4.1652 1.2512 -0.010 0.005 -0.009
H 0.9617 6.4293 1.0257 -0.004 -0.005 0.002
H -1.4611 6.8298 1.2969 0.004 -0.008 0.003
H -2.9811 4.9299 1.7524 0.005 0.011 0.002
H -2.0903 2.6493 1.9135 0.005 -0.016 0.016
H 1.4420 -0.8517 2.9507 -0.013 0.009 0.003
H 1.0062 -1.8937 5.1209 0.002 0.013 -0.010
H -0.5786 -0.8464 6.7110 0.001 0.003 -0.010
H -1.6976 1.2742 6.1089 0.005 -0.009 0.001
H -1.2565 2.3418 3.9567 -0.004 0.017 -0.019
C 1.0084 3.4823 -6.2649 0.026 0.018 -0.024
C -0.0569 2.6288 -5.5770 -0.031 -0.042 0.026
C 0.5341 1.5914 -4.6794 -0.038 0.094 -0.005
N 0.4562 1.6137 -3.4021 0.058 -0.013 0.176
N 1.0881 0.5454 -2.7826 0.193 0.238 0.028
C 1.7229 -0.2293 -3.6531 -0.009 -0.064 0.046
N 2.4927 -1.2824 -3.3420 0.051 0.115 0.126
S 1.4656 0.2518 -5.2856 0.006 -0.002 -0.068
H 0.5358 4.2371 -6.8911 0.005 -0.007 0.008
H 1.6555 2.8800 -6.9041 -0.012 -0.004 0.006
H 1.6342 3.9894 -5.5306 -0.010 -0.003 0.000
H -0.6862 2.1368 -6.3225 0.006 0.005 0.003
H -0.7071 3.2437 -4.9547 0.011 0.009 -0.001
H 3.0633 -1.1703 -2.5028 -0.055 -0.014 0.057
H 2.9294 -1.7752 -4.1037 -0.002 -0.009 -0.003
S -1.5634 1.9681 -1.2446 -0.106 0.019 -0.093
C -3.0544 1.2453 -0.9099 0.036 0.016 -0.068
N -4.1723 2.0120 -1.0964 -0.047 0.001 0.078
C -5.4235 1.5478 -0.8929 0.040 -0.014 -0.024
C -5.5897 0.2598 -0.4872 -0.010 0.006 -0.009
C -4.4167 -0.4952 -0.3207 0.042 -0.010 0.018
N -3.2024 -0.0262 -0.5245 -0.025 -0.084 0.062
H -4.0305 2.9666 -1.4011 0.018 0.018 0.000
H -6.2303 2.2439 -1.0740 -0.015 -0.014 0.011
H -6.5694 -0.1555 -0.3127 0.003 -0.001 -0.001
H -4.4712 -1.5331 -0.0089 0.009 -0.042 0.021



Record 3
70
Properties=species:S:1:pos:R:3:forces:R:3 method="wB97M-V/def2-TZVPD" s_squared=2.004 e_tot_ev=-123706.99327 spin_multiplicity=3 relative_energy_kj_mol=69.74 charge=+1
Ti -0.6315 0.2435 0.6454 0.166 0.173 -0.450
C -1.9620 2.1714 -2.9208 0.011 0.005 -0.012
C -0.6392 1.7840 -3.5788 -0.010 0.016 -0.004
S 0.5342 0.9787 -2.4674 -0.013 0.011 0.004
C 1.5117 2.3381 -1.7845 0.023 0.003 -0.005
C 0.7739 3.4089 -0.9969 -0.038 0.012 0.025
S 0.0741 2.7981 0.5690 -0.007 -0.093 0.103
C -1.4875 3.7246 0.5933 0.008 -0.001 -0.008
C -2.4270 3.2025 1.6691 0.014 0.006 0.007
S -2.8659 1.4477 1.5521 -0.056 -0.011 0.056
C -4.2356 1.4037 0.3679 -0.015 0.002 0.003
C -3.9453 1.8153 -1.0668 -0.001 0.008 0.003
S -2.5300 0.9073 -1.7432 -0.022 -0.038 0.050
H -2.7310 2.2948 -3.6843 0.005 0.009 -0.002
H -1.8711 3.1184 -2.3891 0.005 0.000 0.030
H -0.1888 2.6566 -4.0551 -0.007 -0.002 -0.007
H -0.8213 1.0488 -4.3629 0.003 -0.006 0.004
H 2.0654 2.8203 -2.5923 -0.004 -0.006 -0.007
H 2.2414 1.8379 -1.1427 0.008 0.006 -0.002
H -0.0382 3.8396 -1.5814 0.004 -0.003 -0.017
H 1.4654 4.2157 -0.7539 0.008 -0.004 -0.001
H -1.9432 3.6431 -0.3902 -0.010 0.009 -0.021
H -1.2685 4.7758 0.7862 -0.001 0.002 0.000
H -3.3463 3.7901 1.6852 -0.002 -0.002 -0.006
H -1.9657 3.2988 2.6532 -0.003 0.002 0.000
H -5.0522 2.0044 0.7704 0.000 0.003 -0.003
H -4.5623 0.3621 0.4014 -0.009 0.006 0.000
H -3.7334 2.8834 -1.1244 0.004 -0.002 0.003
H -4.8322 1.6294 -1.6738 0.001 -0.006 0.000
O 1.9751 0.2605 1.2474 -0.109 -0.033 0.006
S 2.0077 -1.1041 0.6942 0.099 0.048 0.144
O 1.8923 -2.1787 1.6475 0.074 -0.031 -0.018
N 0.8559 -1.0594 -0.3778 -0.038 -0.113 0.082
C 0.3563 -2.2645 -0.9031 -0.013 0.063 0.040
C 1.0277 -3.0846 -1.7704 -0.029 -0.056 -0.013
C 0.4235 -4.2650 -2.2584 0.033 0.027 0.005
C -0.8393 -4.6195 -1.8852 -0.027 -0.024 0.002
C -1.5655 -3.7959 -0.9917 -0.001 -0.016 -0.017
C -2.8627 -4.1044 -0.5272 0.027 0.021 0.004
C -3.4772 -3.2724 0.3651 -0.025 -0.018 0.003
C -2.8071 -2.1088 0.7772 0.025 0.004 0.005
N -1.6098 -1.7709 0.3490 -0.126 0.042 0.115
C -0.9676 -2.6140 -0.5141 0.057 0.052 -0.003
C 3.5713 -1.3060 -0.1067 0.010 0.017 -0.037
C 4.5872 -1.9624 0.5736 -0.005 0.003 -0.004
C 5.8314 -2.0860 -0.0266 0.000 0.001 -0.004
C 6.0486 -1.5647 -1.2943 0.002 -0.001 -0.003
C 5.0212 -0.9220 -1.9728 0.000 0.002 -0.006
C 3.7756 -0.7904 -1.3795 -0.006 -0.001 0.005
H 2.0331 -2.8294 -2.0777 0.002 0.004 0.000
H 0.9811 -4.8951 -2.9386 0.002 0.001 0.000
H -1.2964 -5.5274 -2.2570 -0.004 0.001 0.004
H -3.3521 -5.0065 -0.8731 0.008 -0.005 -0.005
H -4.4601 -3.4935 0.7562 0.001 0.018 0.009
H -3.2658 -1.4372 1.4960 -0.019 -0.012 -0.006
H 4.3915 -2.3781 1.5523 0.004 0.000 0.001
H 6.6303 -2.5973 0.4934 -0.001 -0.001 0.002
H 7.0193 -1.6686 -1.7609 0.001 -0.001 0.002
H 5.1883 -0.5321 -2.9682 -0.002 0.001 0.000
H 2.9572 -0.3211 -1.9115 0.001 0.000 -0.001
C 1.3866 1.3798 4.1361 -0.011 -0.028 0.034
S 0.5690 -0.1632 3.7629 -0.137 0.014 0.000
C -0.2985 -0.3586 5.3121 0.007 0.003 0.006
O -0.5646 0.2224 2.8086 0.125 -0.093 -0.049
H 0.6401 2.1140 4.4373 0.010 0.014 -0.008
H 1.9091 1.6876 3.2349 -0.001 -0.010 -0.034
H 2.1010 1.1981 4.9392 0.004 0.016 -0.007
H 0.4330 -0.4913 6.1085 -0.003 -0.001 0.003
H -0.9152 -1.2507 5.2299 0.006 -0.004 -0.012
H -0.9193 0.5183 5.4891 -0.001 -0.002 0.012